Arrangement a

A 2-piece molecular cluster, C4H4N2O overall, computed with ωB97M-V with the def2-TZVPD basis set.

ORCA input file:
```
! wB97M-V def2-TZVPD RIJCOSX def2/J DEFGRID3
* xyz 0 1
H 0.307 -0.425 -2.506
N 0.466 -0.518 -1.505
C 1.153 0.464 -1.098
N 1.510 0.640 0.231
C 1.191 0.152 1.299
O 1.037 -0.197 2.401
H 1.547 1.263 -1.728
C -1.795 -0.086 1.269
C -1.844 -0.593 0.180
H -1.736 0.344 2.240
H -1.837 -1.044 -0.784
*
```

Values from the calculation:
HOMO-LUMO gap ... 11.07 eV
E_LUMO ... 0.8428 eV

=====

Arrangement b

A single C4H4N2O molecule, computed with ωB97M-V with the def2-TZVPD basis set.

ORCA input file:
```
! wB97M-V def2-TZVPD RIJCOSX def2/J DEFGRID3
* xyz 0 1
N 2.432 -0.102 -0.092
C 1.238 -0.190 0.055
C 0.196 -1.101 0.132
C -1.113 -0.691 0.161
C -1.502 0.644 0.196
N -0.717 1.726 0.275
O 0.429 1.712 -0.256
H 2.983 0.648 0.277
H 0.485 -2.147 0.178
H -1.894 -1.453 0.199
H -2.534 0.954 0.257
*
```

Values from the calculation:
HOMO-LUMO gap (alpha / beta) ... 7.91 / 7.91 eV
E_LUMO (alpha / beta) ... -0.5664 / -0.5659 eV

=====

arrangement a is the most stable structure; the next one sits 0.0683 hartree above it.